Entry 1:
This record from the Open Molecules 2025 dataset describes a 4-piece molecular cluster, C15H28O6S overall. The level of theory is wB97M-V/def2-TZVPD.

```
50
Properties=species:S:1:pos:R:3
H -1.053 -5.004 -3.137
C 2.508 0.222 0.233
H 2.756 6.691 2.009
H 1.590 -0.157 -1.736
H 2.781 0.803 2.333
H -1.294 -0.745 -1.647
H -0.056 -1.671 -0.749
C -1.465 -2.057 1.356
H 2.332 4.734 0.852
H 0.931 0.589 -6.091
C 2.517 1.265 1.381
H 3.163 2.126 1.185
H 1.637 1.942 -5.166
O 0.643 3.033 0.685
H -1.576 -4.632 -0.912
C -2.042 -3.314 3.429
C 3.162 5.720 2.305
H 1.680 1.504 -1.251
H -4.724 0.023 1.500
H 3.489 0.276 -0.248
H -0.520 -2.586 1.263
H 2.533 5.284 3.086
H -1.128 -3.240 -3.336
C 0.006 0.510 -0.390
C 1.375 0.882 -5.137
H -0.566 1.327 -0.840
C -2.379 -2.270 2.375
H -4.243 -1.664 3.209
C -2.919 -0.362 0.435
H 2.346 -0.779 0.645
C -3.820 -0.575 1.451
H 2.275 0.296 -4.968
C -1.758 -1.105 0.411
H -2.943 -3.662 3.936
O -1.223 -3.882 -1.398
C 1.467 0.495 -0.869
C -3.528 -1.522 2.399
H -3.093 0.371 -0.349
O 3.231 4.849 1.182
O 0.519 2.126 2.919
C -0.744 -0.822 -0.705
O -0.076 0.715 1.052
S 0.851 1.909 1.555
H -2.603 -4.142 -2.927
H 4.169 5.857 2.692
H -1.525 -4.130 2.911
H -0.322 1.146 -4.227
O 0.469 0.623 -4.067
C -1.522 -4.085 -2.775
H -1.307 -2.913 4.136
```

Output
SMILES = Cc1cccc(C[C@@H]2CCCS(=O)(=O)O2)c1.CO.CO.CO
charge = 0

=====

Entry 2:
This record from the Open Molecules 2025 dataset describes C15H29AsClCsO9P2Si2 as an isolated structure. The level of theory is wB97M-V/def2-TZVPD.

```
60
Properties=species:S:1:pos:R:3
H 4.890 -0.201 -6.221
H -3.236 -3.459 3.899
H -0.390 -0.641 2.448
H -1.585 -5.090 -1.929
H -3.355 -2.056 4.984
C -2.281 -4.299 -1.632
H 0.690 -2.253 -4.617
H 0.530 4.387 3.899
C 3.962 -0.644 -5.873
H -0.826 -1.008 4.126
Cl 4.361 -2.499 -7.819
P 1.875 5.287 0.769
O 3.625 1.761 -3.220
C -0.638 5.750 1.875
H -0.284 6.763 2.060
As -3.402 -1.914 0.477
C -3.346 0.402 2.978
H 0.274 -2.419 0.776
O 1.358 -0.091 -3.389
O 2.120 6.737 0.944
H -3.031 1.045 2.147
H -2.941 0.770 3.929
Si -2.770 -1.375 2.609
O 3.129 4.400 1.360
H -2.735 -5.435 1.365
H 0.156 -2.307 -0.979
O 1.288 2.191 1.604
P -0.026 3.095 1.664
C 3.933 1.110 -4.203
H -4.436 0.470 3.043
O -0.590 2.671 3.114
O -1.044 2.920 0.618
O 1.134 4.838 3.297
C 3.485 -1.770 -6.475
C -0.019 -2.965 -0.122
Si -1.825 -3.521 0.033
H 3.365 4.735 2.235
H -1.387 2.122 3.030
H 4.862 1.397 -4.750
C 2.292 -2.364 -6.015
H -1.372 -4.692 2.213
H -0.455 -2.321 3.006
H 2.036 2.632 1.163
C -1.741 -5.000 1.230
H 0.654 -3.826 -0.218
C 3.288 -0.040 -4.794
C 2.040 -0.593 -4.311
H -2.278 -3.529 -2.410
Cs 1.051 1.996 -1.544
H -4.665 -2.423 3.835
H -1.067 5.693 0.873
H 1.928 -3.268 -6.489
C 0.547 4.793 1.983
C -3.580 -2.422 3.974
H -3.287 -4.725 -1.580
C -0.933 -1.342 3.087
C 1.606 -1.802 -4.979
H -1.414 5.493 2.602
O 1.531 4.616 -0.526
H -1.072 -5.778 0.843
```

Output
energy above the lowest of the compared OMol25 structures with the same formula, charge and spin = 0.000 eV
charge = -2

=====

Entry 3:
This record from the Open Molecules 2025 dataset describes C15H29BBrClCsI2N4NaO10PS3 as an isolated structure. The level of theory is wB97M-V/def2-TZVPD.

```
69
Properties=species:S:1:pos:R:3
C 2.180 -0.056 3.853
Na 5.204 0.631 -0.145
C -3.475 0.676 0.410
H -8.097 2.129 1.657
O 3.615 -2.406 1.459
H 3.509 -0.838 -0.857
H 0.816 -1.799 1.674
H 2.006 -0.602 4.832
C 3.934 -4.450 2.496
H -2.081 -1.352 -2.801
H -4.219 0.882 -0.397
C 3.924 0.844 -6.519
H -3.746 3.726 1.624
C 0.921 0.910 3.605
H 4.918 -4.571 2.047
H -4.676 2.834 0.365
C -2.384 1.426 2.544
S 5.696 2.286 -5.510
H 2.869 0.901 -6.898
O 2.129 -3.971 1.147
H 3.229 1.111 -4.487
C 1.903 -0.074 -1.990
H -6.850 1.930 0.318
Br 1.147 0.396 -7.297
H -0.360 -2.623 -0.101
C -0.371 -0.023 3.689
I -1.246 -0.135 5.706
O -0.974 -3.347 2.134
O 5.386 3.466 -4.772
H -8.174 -0.152 1.912
C -1.589 -0.711 1.436
S -2.380 2.748 3.785
H 3.416 -5.403 2.554
C -7.070 1.751 1.408
Cl 1.018 2.075 -5.286
H 1.383 -1.768 -0.904
C 3.983 0.544 -5.034
O -1.754 -1.566 -1.904
N 1.090 -1.050 -1.542
N 3.189 -0.133 -1.498
O 1.551 0.793 -2.760
C -1.450 0.246 2.583
H 3.123 0.555 3.989
H -4.570 -1.677 -1.935
H 0.133 -1.048 -1.874
Cs -0.150 4.698 4.970
S -5.759 2.487 2.499
N 3.152 -3.534 1.623
I 1.045 2.443 5.146
H 0.001 -1.075 3.504
H 4.002 -3.987 3.479
O 6.986 2.042 -6.059
H 3.864 -0.517 -4.820
H 4.476 0.095 -7.096
O 5.277 1.005 -4.613
O 4.591 2.108 -6.671
O -4.063 -2.116 -1.224
C -4.267 2.759 1.418
H -3.369 2.379 4.702
P -0.505 -2.210 1.254
H -6.397 -0.206 2.365
N -3.355 1.594 1.463
H -6.887 -0.354 0.625
H 1.073 1.310 2.558
C -7.134 0.154 1.596
H 2.274 -0.833 3.046
B -2.845 -1.437 -0.970
C -2.642 -0.492 0.302
H 3.828 0.580 -1.813
```

Output
energy above the lowest of the compared OMol25 structures with the same formula, charge and spin = 3.330 eV
charge = +1

=====

The calculation returns the following highest occupied orbital energy values, one per record and in order: -8.704 -1.157 -6.675 eV.
The calculation returns the following calculated total energy values, one per record and in order: -39127.8768 -142706.1823 -188645.1472 eV.